{
  "formula": "C5H8FO4Yb",
  "method": "wB97M-V/def2-TZVPD",
  "homo_lumo_gap_ev": [5.53, 7.88],
  "spin_multiplicity": 2,
  "homo_energy_ha": [-0.188, -0.288],
  "symbols": ["C", "O", "Yb", "C", "H", "H", "H", "H", "H", "C", "O", "C", "C", "O", "O", "F", "H", "H", "H"],
  "positions_angstrom": [[-1.249803, -1.249014, 0.840789], [-1.354280, -0.712288, -0.437934], [-2.368755, -1.042940, -2.511802], [-1.829950, -0.345836, 1.920247], [-1.742965, -2.239531, 0.904891], [-0.181376, -1.446000, 1.069889], [-1.696218, -0.794357, 2.916062], [-1.334886, 0.636714, 1.918678], [-2.906684, -0.190273, 1.754809], [0.363632, 0.386681, -1.785434], [1.427141, -0.395489, -1.493933], [2.271898, 0.258368, -0.589973], [1.451580, 1.462209, -0.142897], [0.449832, 1.554388, -1.155912], [-0.263563, 0.247625, -2.836418], [3.399326, 0.647916, -1.267431], [2.567715, -0.439054, 0.200087], [0.958755, 1.276219, 0.819060], [2.038601, 2.384662, -0.122777]],
  "forces_ev_per_angstrom": [[0.240, -0.188, -0.224], [-0.407, -0.056, -1.074], [0.886, 0.411, 1.101], [-0.102, 0.092, 0.172], [0.055, 0.177, 0.034], [-0.143, 0.013, 0.097], [-0.042, 0.101, -0.201], [-0.149, -0.204, -0.043], [0.308, 0.005, 0.023], [0.800, 0.839, -2.471], [-0.485, -0.408, 0.377], [-0.011, -0.093, 0.250], [-0.111, -0.124, 0.307], [-0.414, -0.136, 0.339], [-0.338, -0.470, 1.626], [-0.088, -0.007, 0.085], [0.002, 0.195, -0.185], [0.158, 0.076, -0.168], [-0.161, -0.225, -0.043]],
  "mulliken_charge": [-0.25, -0.38, 0.23, -1.00, 0.29, 0.15, 0.35, 0.22, 0.26, 0.96, -0.31, 0.31, -0.28, -0.31, -0.70, -0.31, 0.29, 0.16, 0.32]
}

---

{
  "formula": "C5H8FeO3",
  "method": "wB97M-V/def2-TZVPD",
  "homo_lumo_gap_ev": [6.85, 6.53],
  "relative_energy_kcal_mol": 2.34,
  "spin_multiplicity": 5,
  "homo_energy_ha": [-0.249, -0.238],
  "symbols": ["O", "C", "C", "O", "C", "C", "O", "C", "Fe", "H", "H", "H", "H", "H", "H", "H", "H"],
  "positions_angstrom": [[-1.877965, -2.555900, -0.682776], [1.886710, -1.116172, -2.726989], [1.140339, -0.408349, -2.024087], [0.345579, 0.106921, -1.076410], [0.949100, 0.961627, -0.121030], [-0.180948, 1.646393, 0.612976], [-1.090227, 0.622951, 1.041902], [-2.048629, 1.053158, 2.002522], [-1.286246, -0.810916, -0.322256], [2.509018, -1.619381, -3.439865], [1.569388, 1.727366, -0.620046], [1.578701, 0.377117, 0.570180], [-0.721786, 2.357240, -0.028824], [0.213648, 2.174172, 1.491020], [-2.724937, 0.215901, 2.204078], [-1.526477, 1.335521, 2.924899], [-2.617745, 1.902602, 1.599662]],
  "forces_ev_per_angstrom": [[1.433, 4.457, 0.919], [-2.740, 2.852, 2.425], [2.593, -2.823, -1.735], [1.045, 0.001, -1.833], [0.911, 1.070, 0.670], [-0.163, 0.057, 0.289], [0.473, 0.724, 0.348], [-0.350, 0.162, 0.251], [-2.822, -6.160, -1.109], [-0.214, 0.160, 0.179], [-0.214, -0.389, 0.129], [-0.269, 0.053, -0.324], [0.146, -0.139, 0.089], [-0.015, -0.049, -0.181], [0.236, 0.179, -0.134], [-0.150, 0.014, -0.157], [0.098, -0.169, 0.176]],
  "mulliken_charge": [-0.92, -0.06, -0.35, -0.27, -0.36, -0.37, -0.22, -0.73, 0.65, 0.42, 0.37, 0.32, 0.31, 0.37, 0.24, 0.27, 0.34]
}

---

{
  "formula": "C5H8GdNaO5",
  "method": "wB97M-V/def2-TZVPD",
  "homo_lumo_gap_ev": [8.16, 6.52],
  "spin_multiplicity": 8,
  "charge": 2,
  "homo_energy_ha": [-0.609, -0.608],
  "symbols": ["C", "O", "O", "Na", "O", "C", "C", "O", "C", "C", "O", "Gd", "H", "H", "H", "H", "H", "H", "H", "H"],
  "positions_angstrom": [[-0.552794, 2.424361, -0.095268], [-1.338462, 3.372618, 0.043062], [-0.571141, 1.371182, 0.607957], [-2.211999, 5.053262, -0.965083], [2.385103, 2.160228, 1.745407], [3.606246, 2.324323, 1.183491], [3.974151, 1.229670, 0.258991], [3.309146, 0.176602, 0.446325], [3.599302, -1.232937, 0.202250], [3.072554, -1.903278, 1.477159], [1.838015, -1.408033, 1.839145], [1.151452, 0.508066, 1.969187], [4.483708, 2.371156, 1.877910], [3.717021, 3.263362, 0.590568], [4.943753, 1.174153, -0.255012], [0.264928, 2.522556, -0.914875], [4.674435, -1.346943, 0.020823], [2.999848, -1.486936, -0.678878], [3.836397, -1.749817, 2.267419], [3.053338, -2.989371, 1.262771]],
  "forces_ev_per_angstrom": [[0.343, 1.006, -0.758], [0.435, -0.405, -0.400], [1.152, -0.682, 0.452], [-0.147, 0.029, 0.083], [0.869, 0.326, 0.072], [-0.014, 1.064, -1.533], [1.359, -1.031, 1.805], [-0.527, 1.211, -0.233], [-0.063, -0.693, -0.688], [1.378, -0.586, -0.006], [0.183, -0.754, -0.352], [-2.594, 0.798, 0.390], [-0.169, -0.192, -0.146], [-0.158, -0.071, 0.391], [-0.365, 0.156, -0.307], [-1.015, -0.311, 1.011], [-0.290, -0.086, 0.065], [0.195, -0.036, 0.169], [-0.389, -0.097, -0.167], [-0.182, 0.355, 0.151]],
  "mulliken_charge": [0.36, -0.70, -0.70, 1.04, -0.67, -0.33, 0.06, -0.11, -0.34, -0.41, -0.60, 1.72, 0.35, 0.37, 0.44, 0.17, 0.40, 0.26, 0.31, 0.37]
}